No. 1
The following is a DFT calculation (the ωB97M-V functional and the def2-TZVPD basis) of the molecule C4H4O3.

Computed properties:
Structure (SMILES) ... O=C1OC[C@@]12CO2
Frontier orbital gap ... 11.5 eV

Positions of all 11 atoms, in Å:
O -0.310 2.014 -1.440
C -0.542 1.120 -0.692
O -1.753 0.600 -0.312
C -1.149 -0.382 0.577
C 0.225 0.121 0.117
C 1.500 -0.518 -0.175
O 1.317 0.315 0.962
H -1.486 -1.394 0.334
H -1.374 -0.145 1.624
H 2.180 -0.120 -0.940
H 1.341 -1.573 -0.063

Cartesian forces (eV/Å) of the 2 atoms listed first:
-0.2 -0.3 0.3
0.1 0.9 -0.3

***

No. 2
The following is a DFT calculation (the ωB97M-V functional and the def2-TZVPD basis) of the molecule C4H4O3.

Computed properties:
Structure (SMILES) ... O=C=C[C@@H]1O[C@H]1O
Frontier orbital gap ... 10.2 eV

Positions of all 11 atoms, in Å:
C 0.419 -0.925 0.541
C -1.573 0.679 -0.405
C 0.680 0.150 -0.595
C -0.544 0.631 -1.211
O 1.167 -1.182 -0.647
O 1.152 -0.683 1.735
O -2.461 0.864 0.343
H 0.737 0.035 2.242
H -0.462 -1.550 0.641
H 1.446 0.907 -0.446
H -0.561 1.074 -2.198

Cartesian forces (eV/Å) of the 2 atoms listed first:
2.3 2.7 -1.1
-1.8 1.3 0.9

***

No. 3
The following is a DFT calculation (the ωB97M-V functional and the def2-TZVPD basis) of a structure of composition C4H4O5Rh.

Computed properties:
2S+1 ... 6
<S²> ... 8.76
Frontier orbital gap (spin up / spin down) ... 6.6 / 6.3 eV

Positions of all 14 atoms, in Å:
O 1.451 2.527 1.610
C 1.201 1.921 0.555
O 1.879 1.954 -0.516
O 0.352 0.859 0.645
C 0.816 -0.493 0.336
H 1.679 -0.713 0.990
C -0.306 -1.433 0.748
H -0.743 -1.155 1.725
H -1.117 -1.460 0.002
H 0.087 -2.460 0.804
C -2.227 0.258 -1.730
O -1.435 -0.156 -2.473
O -3.008 0.713 -1.007
Rh 1.370 -0.362 -1.688

Cartesian forces (eV/Å) of the 2 atoms listed first:
-0.9 -0.2 -1.7
2.7 -1.6 0.9

***

No. 4
The following is a DFT calculation (the ωB97M-V functional and the def2-TZVPD basis) of a structure of composition C4H4O5Sm.

Computed properties:
2S+1 ... 7
<S²> ... 12.01
Frontier orbital gap (spin up / spin down) ... 6.9 / 7.0 eV

Positions of all 14 atoms, in Å:
O -2.565 -0.783 -0.135
C -2.965 0.488 -0.049
C -1.130 -0.819 0.105
O -4.127 0.824 -0.052
O -1.938 1.314 0.046
C -0.677 0.582 -0.234
H -0.685 -1.594 -0.530
H -1.001 -1.097 1.163
H -0.575 0.645 -1.334
O 3.135 -0.523 0.867
C 3.923 -0.039 -0.100
O 3.367 0.884 -0.737
H 3.615 -1.414 0.115
Sm 1.622 1.530 0.875

Cartesian forces (eV/Å) of the 2 atoms listed first:
0.5 -0.7 0.0
-1.7 0.3 -0.1

***

No. 5
The following is a DFT calculation (the ωB97M-V functional and the def2-TZVPD basis) of a structure of composition C4H4O5Sn.

Computed properties:
Frontier orbital gap ... 7.3 eV

Positions of all 14 atoms, in Å:
O -0.045 0.953 0.828
C -0.970 1.968 0.517
O -0.590 3.091 0.270
O -2.136 1.458 0.496
C 1.115 0.740 0.007
H 0.961 1.243 -0.957
H 2.001 1.155 0.504
C 1.236 -0.770 -0.191
H 1.539 -1.229 0.769
H 2.055 -0.946 -0.909
O -2.069 -3.334 -0.962
O 0.047 -1.322 -0.684
C -1.641 -2.561 -0.222
Sn -1.503 -0.448 0.533

Cartesian forces (eV/Å) of the 2 atoms listed first:
1.8 0.5 0.6
0.2 4.1 -1.2

***

No. 6
The following is a DFT calculation (the ωB97M-V functional and the def2-TZVPD basis) of a structure of composition C4H4O5Zn.

Computed properties:
Total charge ... +2
Frontier orbital gap ... 4.6 eV

Positions of all 14 atoms, in Å:
O 1.257 -0.167 -1.239
C 2.204 -0.047 -0.347
O 1.487 0.084 0.756
H -1.945 1.124 1.242
Zn 4.865 0.012 0.292
O 3.400 0.087 -0.510
O -0.439 1.072 -0.185
C -1.797 0.769 0.216
C -1.834 -0.751 0.097
O -0.432 -1.096 0.188
C 0.285 -0.024 -0.086
H -2.476 1.281 -0.472
H -2.217 -1.099 -0.870
H -2.358 -1.244 0.920

Cartesian forces (eV/Å) of the 2 atoms listed first:
1.5 -0.2 -0.1
-5.9 0.7 0.5

***

No. 7
The following is a DFT calculation (the ωB97M-V functional and the def2-TZVPD basis) of the ion C4H4O6S with charge -2.

Computed properties:
Structure (SMILES) ... O=C([C@]1([O-])C[C@@H]1O)S(=O)(=O)[O-]
Total charge ... -2
Frontier orbital gap ... 5.9 eV

Positions of all 15 atoms, in Å:
C 0.359 -0.235 -0.213
C -1.034 -0.024 -0.002
C -0.194 -1.130 0.922
C 0.382 -0.818 2.215
O -0.682 -2.324 0.711
O 0.987 1.268 3.877
O 0.636 -1.533 3.197
O 0.467 2.023 1.580
O 2.515 0.821 1.939
O -1.625 1.297 0.006
S 1.084 0.965 2.420
H 0.764 -0.822 -1.171
H 0.972 0.623 0.092
H -1.887 -0.664 -0.524
H -1.121 1.828 0.763

Cartesian forces (eV/Å) of the 2 atoms listed first:
2.0 -1.6 -2.8
-3.7 0.1 -1.1

***

No. 8
The following is a DFT calculation (the ωB97M-V functional and the def2-TZVPD basis) of a structure of composition C4H4O6Sm.

Computed properties:
2S+1 ... 7
<S²> ... 12.01
Frontier orbital gap (spin up / spin down) ... 5.8 / 6.9 eV

Positions of all 15 atoms, in Å:
O 0.714 1.422 0.074
C 0.756 2.256 1.141
O -0.275 3.045 1.174
O 1.597 2.129 2.025
Sm -1.202 2.547 -0.751
O -0.150 -1.344 -1.811
C -1.171 -0.646 -1.492
C 0.864 -1.171 -0.237
O -1.465 0.478 -1.955
O -1.419 -0.715 -0.158
C -0.420 -1.471 0.560
H 1.535 -1.985 0.075
H 1.714 -0.788 -0.810
H -0.380 -1.226 1.624
H -0.700 -2.529 0.540

Cartesian forces (eV/Å) of the 2 atoms listed first:
-0.2 0.6 -0.3
0.7 -2.3 0.6

***

No. 9
The following is a DFT calculation (the ωB97M-V functional and the def2-TZVPD basis) of the molecule C4H4OS.

Computed properties:
Structure (SMILES) ... C1=CSC=CO1
Frontier orbital gap ... 8.4 eV

Positions of all 10 atoms, in Å:
C 0.622 -1.298 0.000
C -0.688 -1.171 0.015
C -0.657 1.157 -0.009
C 0.660 1.293 0.056
H 1.101 -2.253 0.088
H -1.383 -2.009 0.011
H -1.229 2.059 -0.056
H 1.152 2.269 0.020
O -1.410 -0.005 -0.073
S 1.833 -0.043 -0.052

Cartesian forces (eV/Å) of the 2 atoms listed first:
0.5 -0.3 0.2
-0.6 -0.3 -0.4

***

No. 10
The following is a DFT calculation (the ωB97M-V functional and the def2-TZVPD basis) of the molecule C4H4OS.

Computed properties:
Structure (SMILES) ... C#CC(=S)CO
Frontier orbital gap ... 7.9 eV

Positions of all 10 atoms, in Å:
C 0.473 -1.368 0.170
C -0.261 -0.048 0.125
C 0.504 1.141 0.027
C 1.152 2.139 0.003
H 2.051 -0.341 0.022
H 0.414 -1.715 1.201
H 0.024 -2.142 -0.441
H 1.864 2.950 0.075
O 1.852 -1.244 -0.213
S -1.899 0.001 -0.069

Cartesian forces (eV/Å) of the 2 atoms listed first:
1.1 0.1 0.4
-1.8 -0.5 -1.5

***

No. 11
The following is a DFT calculation (the ωB97M-V functional and the def2-TZVPD basis) of a structure of composition C4H4OS2.

Computed properties:
Frontier orbital gap ... 8.6 eV

Positions of all 11 atoms, in Å:
C -1.452 -0.141 -0.013
C -0.399 -0.950 0.782
C 1.460 0.145 -0.528
C 0.618 1.129 -0.230
H -0.736 -1.973 1.493
H 0.439 -0.074 1.398
H 2.646 0.520 -0.785
H 0.605 2.266 -0.482
O -0.773 1.011 -0.373
S -3.002 -0.417 -0.565
S 0.594 -1.517 -0.696

Cartesian forces (eV/Å) of the 2 atoms listed first:
0.5 0.2 0.2
0.1 -1.4 2.4

***

No. 12
The following is a DFT calculation (the ωB97M-V functional and the def2-TZVPD basis) of the molecule C4H4OS2.

Computed properties:
Structure (SMILES) ... O=C1SC[C@@H]1C=S
Frontier orbital gap ... 8.5 eV

Positions of all 11 atoms, in Å:
C 1.424 0.302 -0.366
C 0.081 0.392 0.285
C -1.091 0.118 -0.623
C -0.333 -0.830 1.289
H 2.137 0.201 0.486
H -0.006 1.301 0.804
H -1.770 1.021 -0.661
H -0.925 -0.028 -1.619
O 0.170 -1.318 2.221
S 1.885 0.302 -1.905
S -1.572 -1.461 0.088

Cartesian forces (eV/Å) of the 2 atoms listed first:
0.8 -0.4 1.8
-0.7 -2.0 -0.7

***

Repeat the tenth record exactly.
The following is a DFT calculation (the ωB97M-V functional and the def2-TZVPD basis) of the molecule C4H4OS.

Computed properties:
Structure (SMILES) ... C#CC(=S)CO
Frontier orbital gap ... 7.9 eV

Positions of all 10 atoms, in Å:
C 0.473 -1.368 0.170
C -0.261 -0.048 0.125
C 0.504 1.141 0.027
C 1.152 2.139 0.003
H 2.051 -0.341 0.022
H 0.414 -1.715 1.201
H 0.024 -2.142 -0.441
H 1.864 2.950 0.075
O 1.852 -1.244 -0.213
S -1.899 0.001 -0.069

Cartesian forces (eV/Å) of the 2 atoms listed first:
1.1 0.1 0.4
-1.8 -0.5 -1.5